Entry 1:
ORCA calculation (the ωB97M-V functional and the def2-TZVPD basis) on a 2-piece molecular cluster, C9H14O overall.

Geometry as XYZ:
```
24
Properties=species:S:1:pos:R:3:forces:R:3:nbo_charge:R:1
H -1.7051 0.6006 -2.3865 0.145 0.072 0.176 0.217
C -1.1082 -1.1485 -0.2705 -0.512 0.578 -0.992 -0.197
H 3.0184 0.8503 0.3353 0.565 -0.677 -0.226 0.208
H -1.9817 1.8411 1.2376 -0.142 -0.500 -1.067 0.216
H 1.5318 1.3553 -2.1752 -0.142 0.488 -0.277 0.205
H 3.9211 1.5161 -1.0015 -0.483 0.523 -0.382 0.204
H -1.2410 -1.5873 -1.2404 0.425 -0.815 -0.237 0.207
C 1.7877 0.6168 -1.4452 1.823 0.015 1.667 -0.617
H -1.2028 0.7325 3.0574 0.526 -0.666 -0.221 0.226
C -0.4949 -1.0630 1.9915 0.992 0.345 0.817 0.275
C 3.2103 0.7363 -0.7384 0.093 -1.057 -1.485 -0.620
H 1.7509 -0.3781 -1.8547 -0.355 -0.224 -0.374 0.200
H 3.7490 -0.1889 -1.1163 -0.342 0.821 1.466 0.203
O 0.2155 -1.4453 3.1155 -0.308 -0.441 -0.030 -0.683
H -2.4672 1.7515 -1.2508 -0.270 0.055 -0.534 0.217
C -0.4399 -1.7420 0.7716 -0.356 -0.338 0.753 -0.271
H 0.2429 -2.4028 3.2057 0.045 -0.044 -0.163 0.476
C -1.6768 0.1259 -0.2511 0.047 0.548 1.098 -0.033
C -1.6287 0.8307 0.9686 0.356 -1.105 1.299 -0.196
H -3.2716 0.2295 -1.7258 -0.265 -0.028 0.149 0.218
C -1.0961 0.1741 2.1190 -0.864 1.244 -1.501 -0.259
C -2.3218 0.6971 -1.4897 0.386 0.387 0.476 -0.631
H 0.0259 -2.7394 0.6976 -0.219 0.688 -0.028 0.220
H 1.1822 0.6376 -0.5540 -1.145 0.132 -0.383 0.216
```
Positions in Å, forces in eV/Å.

Properties
LUMO energy in eV: 0.89
E_HOMO in Eh: -0.3127
Orbital gap in eV: 9.4
Spin multiplicity: 1


Entry 2:
ORCA calculation (the ωB97M-V functional and the def2-TZVPD basis) on a 2-piece molecular cluster, C9H14O overall.

Geometry as XYZ:
```
24
Properties=species:S:1:pos:R:3:forces:R:3:nbo_charge:R:1
C -1.1531 -0.0943 0.5528 -0.464 0.371 0.316 -0.195
C -0.4846 2.0547 -0.2928 0.506 -0.016 0.581 0.303
C -0.8851 1.2451 0.7775 0.752 0.438 -0.413 -0.299
H 0.2875 -0.3646 -2.4485 -0.243 -0.380 -0.228 0.207
H 1.9092 -3.1712 0.5267 -0.628 0.427 -0.061 0.202
H 2.2931 -0.6801 2.1561 0.102 -0.200 0.510 0.205
C 1.7450 -2.6849 1.5007 1.197 -0.958 -0.347 -0.617
C -0.0756 1.4541 -1.4659 0.179 -0.681 0.082 -0.275
H -0.5577 3.6845 0.7468 0.078 -0.267 -0.521 0.479
H 1.9967 -3.5384 2.1395 -0.241 0.425 0.557 0.205
H -0.5181 -2.7708 -0.9554 0.150 0.118 -0.241 0.220
C -0.1578 0.0618 -1.5636 -1.088 1.087 -1.001 -0.178
C -0.9674 -0.6634 -0.7069 1.032 -0.817 1.115 -0.045
C -1.3594 -2.0794 -1.0560 0.656 0.123 0.390 -0.630
C 2.7331 -1.5260 1.6255 -0.514 0.969 -0.644 -0.617
H 2.8908 -1.0690 0.6393 0.182 -0.299 0.038 0.205
H -1.6586 -2.0168 -2.0875 -0.343 -0.588 -0.413 0.219
H 3.7079 -1.7556 2.0417 -0.013 -0.208 0.122 0.208
H -0.7390 1.6651 1.7690 -0.700 -0.118 0.106 0.207
H 0.7205 -2.3712 1.6630 -0.124 -0.135 -0.210 0.210
H -2.1309 -2.5271 -0.4336 -0.300 0.409 -0.028 0.219
H -1.4858 -0.6671 1.4119 -0.175 -0.242 -0.237 0.212
O -0.2829 3.3986 -0.1422 -0.215 0.269 0.319 -0.671
H 0.3281 2.0021 -2.3037 0.214 0.271 0.207 0.225
```
Positions in Å, forces in eV/Å.

Properties
LUMO energy in eV: 0.85
E_HOMO in Eh: -0.3049
Orbital gap in eV: 9.1
Spin multiplicity: 1


Entry 3:
ORCA calculation (the ωB97M-V functional and the def2-TZVPD basis) on a 2-piece molecular cluster, C9H14O overall.

Geometry as XYZ:
```
24
Properties=species:S:1:pos:R:3:forces:R:3:nbo_charge:R:1
C -2.5777 -0.6246 -0.8619 0.500 -0.956 -1.147 -0.253
C 2.9096 0.0687 1.9235 1.812 0.479 1.223 -0.628
H 2.2053 -1.6984 0.7920 0.045 -0.295 0.556 0.212
O -3.6678 0.1606 1.1633 -0.143 0.302 -0.547 -0.694
H 1.0655 -0.9223 2.0417 0.298 -1.058 0.137 0.215
H 1.2060 -0.3129 0.5668 0.666 0.462 -0.425 0.220
H 0.1608 2.0231 -0.2168 0.397 -0.229 -0.084 0.220
C -0.5232 1.1994 -0.3579 -0.828 -0.619 -0.060 -0.211
C -1.3561 -0.7500 -1.5314 -0.846 0.909 0.689 -0.192
H 0.6457 -0.5181 -3.0468 -0.110 0.103 -0.058 0.211
C -0.3584 0.1821 -1.3103 0.658 0.855 -0.490 -0.039
C 1.8530 -0.8012 1.2910 -1.310 0.899 0.121 -0.638
H 3.0351 -0.0930 3.0040 -0.544 -0.418 -0.044 0.203
H 1.4645 0.8859 -2.4675 -0.262 0.484 0.457 0.223
C -1.6503 1.1447 0.4473 -0.349 0.234 -0.070 -0.240
H -4.5146 0.3835 0.7737 -0.330 -0.067 0.001 0.477
H -1.2320 -1.5683 -2.2226 0.076 0.121 -0.310 0.211
C -2.6868 0.2589 0.1811 0.413 -0.152 1.064 0.260
H 1.5371 -0.6383 -1.6068 0.642 -0.145 0.308 0.220
C 0.8812 0.0338 -2.1337 0.201 -0.829 -0.719 -0.634
H -1.8184 1.7998 1.2924 0.225 0.174 -0.056 0.223
H -3.3519 -1.2587 -1.2790 -0.367 -0.081 0.829 0.217
H 2.8216 1.1579 1.9215 -0.582 -0.049 -0.656 0.208
H 3.9518 -0.1128 1.6363 -0.260 -0.124 -0.719 0.206
```
Positions in Å, forces in eV/Å.

Properties
LUMO energy in eV: 0.92
E_HOMO in Eh: -0.3193
Orbital gap in eV: 9.6
Spin multiplicity: 1


Entry 4:
ORCA calculation (the ωB97M-V functional and the def2-TZVPD basis) on a 2-piece molecular cluster, C9H14O overall.

Geometry as XYZ:
```
24
Properties=species:S:1:pos:R:3:forces:R:3:nbo_charge:R:1
C 1.3189 2.1662 -1.8460 1.092 4.051 -0.675 -0.250
H -3.0184 -2.0716 2.7990 0.461 0.144 -0.974 0.186
H -2.7064 0.0026 3.4017 1.245 0.195 -2.790 0.254
C -2.3344 -0.1573 2.2756 0.883 0.928 -0.161 -0.653
H 0.7205 -1.3668 -0.7124 -0.795 0.658 -0.592 0.260
H -0.8451 2.5460 -2.0217 0.908 -1.004 0.038 0.272
H 1.5902 3.2373 -2.1337 -0.433 -1.539 0.553 0.259
H 3.4469 -0.2056 0.7325 -0.129 1.522 1.637 0.287
H -1.2199 -0.1003 -1.8512 2.532 1.223 1.208 0.267
H 4.0836 -0.7131 -0.6995 -0.521 0.164 -0.025 0.275
C 2.1114 0.0723 -1.0254 1.216 -0.100 3.631 0.219
O -3.5544 -1.7394 0.8877 0.276 -0.271 -0.109 -0.708
H -3.4281 -1.0582 0.2233 0.018 0.018 -0.047 0.447
H -1.7203 -2.3440 1.6817 0.193 1.183 -0.186 0.171
H -2.8838 0.4871 1.5125 0.123 -0.677 1.408 0.208
C -2.5339 -1.6135 1.8862 -2.232 -1.523 1.527 -0.098
H -1.2638 0.1145 2.0019 -0.959 0.017 1.322 0.196
C -0.0109 1.8198 -1.8432 0.160 -0.966 -0.035 0.011
C 2.3477 1.3882 -1.3694 -1.093 1.368 -1.616 -0.051
C -0.1646 0.4015 -1.5473 -6.380 0.763 -2.250 -0.071
C 0.8071 -0.3207 -1.0719 1.242 -4.886 1.132 -0.285
H 2.8747 -1.7529 0.0991 -0.039 2.366 -0.609 0.259
C 3.1088 -0.6235 -0.1600 0.553 -4.289 -2.483 -0.697
H 3.2742 1.8315 -1.2195 1.679 0.654 0.096 0.241
```
Positions in Å, forces in eV/Å.

Properties
<S²>: 0.7677
LUMO energy (alpha / beta) in eV: -4.81 / -8.67
Net charge: +1
E_HOMO (alpha / beta) in Eh: -0.4660 / -0.4660
Orbital gap (alpha / beta) in eV: 7.9 / 4.0
Spin multiplicity: 2


Entry 5:
ORCA calculation (the ωB97M-V functional and the def2-TZVPD basis) on an isolated molecule of C9H14O4S2.

Geometry as XYZ:
```
29
Properties=species:S:1:pos:R:3:forces:R:3:nbo_charge:R:1
C -1.2582 3.0198 -0.3545 0.154 0.518 0.359 -0.067
H 3.0768 -0.5613 -0.3676 0.141 0.073 0.011 0.210
H 1.9644 -0.8200 2.1134 0.001 0.080 0.045 0.237
H -0.4598 3.5122 -0.9216 -0.081 -0.113 0.114 0.182
C -0.0451 -3.6756 0.2873 0.272 0.336 0.313 -0.454
H -2.9217 4.1092 -1.1626 -0.047 0.098 -0.068 0.220
H 2.6747 -1.4618 -1.8271 0.062 0.023 -0.031 0.249
O -1.5793 -0.2882 -1.5115 -0.182 -0.129 -0.189 -0.608
H 0.3289 -1.6425 -1.1847 0.074 -0.075 0.191 0.272
C -2.4562 3.9419 -0.1951 0.244 -0.352 -0.159 -0.624
S 1.6120 -2.9825 0.4082 -1.570 0.731 0.192 1.273
C 0.4375 -0.5435 0.6509 -1.444 0.251 -0.675 0.204
C -1.2099 0.6746 -0.9103 1.425 -1.560 1.127 1.014
H -3.1922 3.4981 0.4700 -0.073 -0.008 0.057 0.214
C 1.3951 0.0055 1.6890 -0.218 0.076 -0.153 -0.655
H -0.8668 2.7091 0.6169 -0.044 0.050 -0.218 0.201
H 0.8315 0.4956 2.4791 0.003 0.025 0.082 0.230
H -0.1279 -4.6320 -0.1967 0.076 -0.219 -0.140 0.249
S -0.9210 -1.4413 1.5614 0.238 0.189 0.129 0.245
C 2.2890 -0.7610 -1.0896 -0.044 -0.158 0.080 -0.629
C -1.0663 -3.0021 0.7916 0.055 0.111 0.097 -0.345
H 2.0162 0.1660 -1.5920 -0.025 0.045 0.013 0.224
H -2.1311 4.8943 0.2142 0.006 0.092 0.058 0.217
O 2.4497 -3.7051 -0.5366 0.996 -0.746 -0.903 -0.971
O -0.2238 0.6395 0.0660 0.124 0.740 -0.094 -0.599
H 2.0689 0.7300 1.2406 0.064 0.044 -0.062 0.226
C 1.0754 -1.3873 -0.4288 0.225 -0.305 0.079 -0.459
H -2.0812 -3.3696 0.7980 -0.076 -0.163 -0.134 0.240
O -1.6797 1.8781 -1.1082 -0.357 0.346 -0.122 -0.495
```
Positions in Å, forces in eV/Å.

Properties
LUMO energy in eV: 0.55
E_HOMO in Eh: -0.3253
Orbital gap in eV: 9.4
Spin multiplicity: 1


Entry 6:
ORCA calculation (the ωB97M-V functional and the def2-TZVPD basis) on a 2-piece molecular cluster, C9H14OS overall.

Geometry as XYZ:
```
25
Properties=species:S:1:pos:R:3:forces:R:3:nbo_charge:R:1
C 2.3205 0.0572 -0.4441 -0.528 1.050 -2.495 -0.634
H 1.8623 0.3152 -1.4147 0.387 -0.275 -0.115 0.202
H -0.3358 -0.0428 -2.7891 0.566 0.230 -1.766 0.205
H -0.9366 -3.4736 -1.5890 -0.854 -3.467 1.857 0.212
H -2.2791 -0.5597 1.7843 0.647 0.304 -1.867 0.229
H -1.0930 1.9853 -1.5338 -0.321 -0.779 -0.030 0.231
H 0.5807 -2.7422 -2.1275 1.483 -0.631 0.659 0.219
S 2.4867 0.8006 2.1133 0.100 1.584 0.635 -0.096
H -2.0394 -2.4773 0.2366 0.834 0.030 0.124 0.210
H 0.4751 0.1897 0.7418 2.750 1.443 -0.383 0.244
C -1.8660 -0.4203 0.7206 -0.513 0.253 0.516 -0.322
H -0.6925 -2.9105 -3.1371 -0.855 0.969 -0.191 0.221
C 1.5061 0.8072 0.5496 -2.811 -1.320 1.477 -0.531
H -2.1221 2.0024 1.6567 1.014 0.097 -2.251 0.484
C -1.5712 -1.5400 -0.0929 -0.770 -0.871 0.948 -0.192
C -0.4720 -2.7391 -2.0857 0.243 3.103 -0.864 -0.630
H 2.1441 -0.9731 -0.3335 0.011 -1.472 0.301 0.208
O -1.7246 2.0653 0.7158 -1.417 -0.392 3.139 -0.676
C -0.8923 -1.5027 -1.2876 -1.074 2.948 -2.582 -0.042
C -1.2744 0.9523 -1.1835 1.258 -0.272 -1.025 -0.277
C -0.8386 -0.1557 -1.8885 -0.238 -1.803 2.876 -0.165
C -1.6529 0.8258 0.1410 -0.462 0.333 0.347 0.302
H 2.4151 -0.4043 2.7092 -0.601 -0.154 -0.747 0.131
H 3.3978 0.2205 -0.5424 -0.258 0.398 0.500 0.219
H 1.0781 1.8297 0.2268 1.411 -1.306 0.937 0.247
```
Positions in Å, forces in eV/Å.

Properties
LUMO energy in eV: 0.71
E_HOMO in Eh: -0.3133
Orbital gap in eV: 9.2
Spin multiplicity: 1


Entry 7:
ORCA calculation (the ωB97M-V functional and the def2-TZVPD basis) on a 2-piece molecular cluster, C9H14Si2 overall.

Geometry as XYZ:
```
25
Properties=species:S:1:pos:R:3:forces:R:3:nbo_charge:R:1
C 1.3481 -2.0373 0.4228 -0.164 3.120 -1.975 -1.121
C 0.0116 3.1626 -1.0390 0.772 0.019 0.817 -0.205
Si -1.3282 -4.4269 -0.6079 -0.811 1.180 1.108 0.988
Si 1.3625 -0.7831 -0.8246 -0.149 -0.579 1.222 1.230
C -0.0159 3.6192 0.2922 -0.740 -2.544 -1.279 -0.005
C 0.8597 0.9827 -0.3757 -0.216 -1.197 -2.097 -0.487
H 0.5600 1.7211 -2.4854 -0.116 -0.378 1.630 0.217
C 0.4672 1.8832 -1.3638 0.100 0.637 -1.406 -0.183
C -1.0055 -5.5624 -1.8305 0.291 1.318 -2.166 -1.179
H -1.2260 4.9855 1.5423 -0.574 -0.686 0.549 0.231
C 0.3443 2.6105 1.1965 -0.327 2.489 3.156 -0.195
H -2.3490 -3.2091 -0.7769 1.337 -1.317 0.002 -0.146
H -1.1136 5.4819 -0.1687 0.926 -1.168 1.368 0.220
C -0.5673 4.9334 0.7027 -0.329 1.963 -1.993 -0.638
H 0.3143 2.9486 2.2387 0.019 -0.262 -0.074 0.202
H 1.6711 -0.9668 -2.2778 -0.141 -0.066 0.451 -0.159
H -0.1807 3.8108 -1.8558 -0.466 0.683 -0.535 0.206
H 1.2776 0.5319 1.5450 -1.264 1.816 0.574 0.235
H -0.9907 -5.2294 -2.9330 -0.662 -0.481 1.779 0.245
H 1.2144 -1.6950 1.4239 -0.279 -0.087 0.653 0.220
H 0.2223 5.6165 0.9825 0.522 0.227 -0.003 0.227
H -0.9157 -4.5713 0.8789 -0.467 -0.101 -1.189 -0.153
H 1.7937 -2.9592 0.2650 0.566 -1.750 -0.202 0.223
H -0.4405 -6.4611 -1.7489 0.384 -0.514 0.498 0.232
C 0.7668 1.3535 0.9497 1.787 -2.319 -0.888 -0.205
```
Positions in Å, forces in eV/Å.

Properties
LUMO energy in eV: 0.03
E_HOMO in Eh: -0.2963
Orbital gap in eV: 8.1
Spin multiplicity: 1


Entry 8:
ORCA calculation (the ωB97M-V functional and the def2-TZVPD basis) on C9H15Cl2FeO6PTm as an isolated structure.

Geometry as XYZ:
```
35
Properties=species:S:1:pos:R:3:forces:R:3:nbo_charge:R:1
H 2.7212 1.4397 -2.1193 -0.298 0.018 -0.174 0.239
C -4.7171 -0.2099 -3.5662 -6.711 3.074 3.736 0.335
O 2.0235 -0.4370 -0.1422 -3.186 2.230 -0.721 -0.700
O -0.2897 -1.3579 1.8782 0.089 0.260 0.727 -0.511
Cl -3.3648 -1.6703 0.5440 1.156 0.616 -0.376 -0.412
O -2.7113 1.0975 -1.4275 1.480 -4.757 0.016 -0.371
C 2.3556 0.3172 2.2267 -0.476 0.257 -0.150 -0.663
C 1.7655 1.9765 -2.1407 1.645 0.776 -0.954 -0.081
H 2.1224 2.8388 -0.1769 0.042 -0.011 -0.094 0.221
C -2.6616 1.1916 -4.2180 0.135 8.347 1.054 0.338
C -2.3276 -0.0055 -1.5081 -1.754 4.857 -0.117 0.299
H 2.2464 -1.7057 1.5094 -0.087 0.113 -0.369 0.239
H 2.3885 3.9289 -1.5443 0.076 -0.092 -0.007 0.314
Cl -1.3903 -2.3588 -6.0279 -1.139 1.238 1.467 -0.411
H 0.8212 -2.6243 3.8998 -0.069 0.132 0.079 0.242
H 0.7416 3.5366 -1.0665 0.070 0.098 -0.034 0.237
H 1.3277 0.2333 2.6028 0.200 0.169 0.043 0.205
O 0.6935 0.9882 -1.8467 -1.150 -1.656 3.813 -0.770
C -0.2636 -2.7346 3.8407 0.418 -0.208 0.026 -0.634
O -5.5895 0.3094 -2.9964 4.652 -2.820 -3.175 -0.193
Fe -1.2688 -0.9481 0.4254 -2.499 -1.295 0.283 1.337
O -2.7415 2.3183 -3.9488 0.399 -5.769 -1.665 -0.205
C -0.9384 -1.5962 3.1026 -0.257 -1.494 0.298 -0.143
H 2.5357 1.3308 1.8503 0.132 -0.083 0.094 0.241
H 3.6774 -0.8318 0.9665 -0.166 0.075 -0.245 0.267
C 1.7498 3.1270 -1.1689 -0.577 -0.114 0.269 -0.666
H -0.4744 -3.6680 3.3164 -0.038 -0.005 0.020 0.251
H 3.0379 0.1431 3.0695 -0.143 0.056 -0.195 0.315
H -1.9897 -1.8571 2.9001 0.040 0.455 0.151 0.235
H 1.5323 2.2922 -3.1595 0.081 -0.124 0.156 0.245
H -0.9244 -0.6720 3.7003 0.156 0.345 -0.015 0.303
Tm -2.6682 -1.1124 -4.3879 2.033 -4.032 -2.353 2.078
P 0.6252 0.2625 -0.4136 4.327 0.305 -3.152 1.619
C 2.6114 -0.7292 1.1756 1.510 -1.047 1.477 -0.088
H -0.6556 -2.8129 4.8510 -0.092 0.085 0.087 0.289
```
Positions in Å, forces in eV/Å.

Properties
<S²>: 15.7814
LUMO energy (alpha / beta) in eV: -16.55 / -16.82
Net charge: +4
E_HOMO (alpha / beta) in Eh: -0.8551 / -0.8527
Orbital gap (alpha / beta) in eV: 6.7 / 6.4
Spin multiplicity: 8


Number 1: M 138.21 g mol⁻¹, strongest force on any atom 2.47 eV/Å. Number 2: M 138.21 g mol⁻¹, strongest force on any atom 1.83 eV/Å. Number 3: M 138.21 g mol⁻¹, strongest force on any atom 2.24 eV/Å. Number 4: M 138.21 g mol⁻¹, strongest force on any atom 6.81 eV/Å. Number 5: M 250.34 g mol⁻¹, strongest force on any atom 2.39 eV/Å. Number 6: M 170.28 g mol⁻¹, strongest force on any atom 4.06 eV/Å. Number 7: M 178.38 g mol⁻¹, strongest force on any atom 4.03 eV/Å. Number 8: M 545.87 g mol⁻¹, strongest force on any atom 8.41 eV/Å.